C6H3N | the ωB97M-V functional and the def2-TZVPD basis

```
! RIJCOSX wB97M-V def2-TZVPD def2/J DEFGRID3
* xyz 0 1
C 2.616 -1.386 1.975
C 2.573 -0.500 1.044
C 1.802 -2.224 2.493
C 0.544 -0.328 0.391
C -0.866 -0.385 0.204
C 1.855 0.156 0.141
N -0.011 -1.184 1.126
H -1.373 0.544 0.687
H -1.212 -0.856 -0.820
H 1.850 1.084 -0.423
*
```

Output
Frontier orbital gap: 8.243 eV
E_LUMO: -1.37 eV
E_HOMO: -9.609 eV

C6H3N | the ωB97M-V functional and the def2-TZVPD basis

```
! RIJCOSX wB97M-V def2-TZVPD def2/J DEFGRID3
* xyz 0 1
C -2.006 -0.121 1.300
C -2.816 0.838 1.488
C -0.811 -0.338 0.815
C -0.768 2.085 -1.103
C 0.199 -0.008 -0.012
C 1.377 -0.734 -0.456
N -0.292 1.096 -0.632
H 1.283 -1.573 -1.100
H 1.698 -1.184 0.430
H 2.136 -0.062 -0.730
*
```

Output
Frontier orbital gap: 7.365 eV
E_LUMO: -2.01 eV
E_HOMO: -9.371 eV

C6H3N3O2 | the ωB97M-V functional and the def2-TZVPD basis

```
! RIJCOSX wB97M-V def2-TZVPD def2/J DEFGRID3
* xyz 0 1
O 1.605 1.244 -2.731
C 1.145 0.765 -1.715
N 0.432 -0.450 -1.748
C -0.270 -0.812 -0.681
N -1.034 -1.949 -0.501
C -1.442 -1.907 0.741
C -0.977 -0.735 1.453
C -0.268 -0.026 0.549
C 0.558 1.157 0.573
O 0.742 1.844 1.569
N 1.159 1.555 -0.583
H -2.078 -2.670 1.163
H -1.137 -0.507 2.525
H 1.565 2.492 -0.614
*
```

Output
Frontier orbital gap: 7.885 eV
E_LUMO: -2.80 eV
E_HOMO: -10.689 eV
SMILES: O=C1N=C2N=CC=C2C(=O)N1

C6H3NO | the ωB97M-V functional and the def2-TZVPD basis

```
! RIJCOSX wB97M-V def2-TZVPD def2/J DEFGRID3
* xyz 0 1
C 1.627 -2.237 1.234
C 1.337 -1.314 0.414
C 0.621 -0.299 -0.217
C -0.186 0.340 0.579
C -1.367 1.183 -0.194
O -2.212 1.714 0.384
C -1.155 1.515 -1.684
N -1.155 1.893 -2.800
H 2.049 -3.074 1.864
H 0.603 -0.269 -1.367
H -0.161 0.548 1.787
*
```

Output
Frontier orbital gap: 9.030 eV
E_LUMO: -0.83 eV
E_HOMO: -9.856 eV
SMILES: C#C/C=C/C(=O)C#N

C6H3NO | the ωB97M-V functional and the def2-TZVPD basis

```
! RIJCOSX wB97M-V def2-TZVPD def2/J DEFGRID3
* xyz 0 1
C -1.564 -0.905 -2.010
C -0.719 -0.329 -1.247
C -0.088 0.030 -0.092
C -0.408 -0.679 1.210
O -1.541 -1.275 1.135
C 0.896 1.004 -0.168
C 1.893 1.196 0.904
N 2.723 1.220 1.792
H -2.507 -1.469 -2.577
H 0.316 -0.475 2.101
H 0.997 1.682 -1.047
*
```

Output
Frontier orbital gap: 8.134 eV
E_LUMO: -1.55 eV
E_HOMO: -9.680 eV
SMILES: C#C/C(C=O)=C/C#N

C6H3O6P | the ωB97M-V functional and the def2-TZVPD basis

```
! RIJCOSX wB97M-V def2-TZVPD def2/J DEFGRID3
* xyz 0 1
C -2.154 0.748 0.325
C -2.352 -0.406 -0.283
C 0.294 0.665 -0.246
C -0.095 -0.294 -1.185
C -0.907 1.537 0.297
C -1.240 -1.092 -1.130
O -0.647 2.651 0.657
O -1.447 -2.194 -1.558
O 1.425 0.985 0.122
O 2.168 -1.075 -1.550
O 3.089 -0.447 1.999
O 2.807 -1.168 0.825
P 2.925 -0.266 -0.583
H -3.025 0.950 1.068
H -3.303 -0.870 -0.680
H 2.461 0.277 1.924
*
```

Output
Frontier orbital gap (spin up / spin down): 7.420 / 7.421 eV
E_LUMO (spin up / spin down): -2.52 / -2.52 eV
E_HOMO (spin up / spin down): -9.945 / -9.945 eV

C6H4 | the ωB97M-V functional and the def2-TZVPD basis

```
! RIJCOSX wB97M-V def2-TZVPD def2/J DEFGRID3
* xyz 0 1
C -1.544 -0.594 -0.452
C -1.436 0.647 -0.749
C 0.832 0.283 1.021
C -0.080 0.649 -0.141
C 1.140 -0.163 -0.366
C -0.037 -0.851 0.321
H 1.145 0.638 1.943
H -1.727 1.431 -1.446
H 1.907 -0.373 -1.011
H -0.200 -1.666 0.878
*
```

Output
Frontier orbital gap: 9.440 eV
E_LUMO: 1.05 eV
E_HOMO: -8.387 eV

C6H40N2O12 | the ωB97M-V functional and the def2-TZVPD basis

```
! RIJCOSX wB97M-V def2-TZVPD def2/J DEFGRID3
* xyz 0 1
C -1.977 3.135 -0.095
C -1.518 1.824 -0.800
N -1.238 0.778 0.186
C 0.165 0.834 0.620
C -3.168 -0.768 0.454
C -1.756 -0.596 -0.087
C -1.793 -0.908 -1.629
N -0.396 -0.768 -2.152
H -3.067 3.056 -0.030
H -1.740 4.033 -0.671
H -1.450 3.222 0.848
H -2.152 1.605 -1.649
H -0.598 2.173 -1.292
H 0.735 1.357 -0.156
H 0.255 1.473 1.503
H 0.677 -0.106 0.790
H -3.248 -1.277 1.413
H -3.765 -1.432 -0.192
H -3.832 0.098 0.490
H -1.030 -1.328 0.252
H -2.337 -0.039 -1.994
H -2.257 -1.800 -2.038
H 0.023 -0.061 -1.565
H 0.068 -1.663 -2.094
H 1.088 -3.146 1.203
H 1.985 -4.364 1.171
O 1.125 -4.074 1.485
H -0.892 -3.848 0.384
H -0.703 -5.203 0.868
O -1.364 -4.688 0.388
H 1.376 1.613 4.163
H 2.052 0.494 3.431
O 2.236 1.388 3.792
H 0.511 -1.325 3.100
H 1.652 -1.411 2.114
O 1.472 -1.156 3.026
H -2.528 1.242 1.712
H -1.493 1.294 2.817
O -2.406 1.028 2.666
H 2.099 -1.387 -0.509
H 2.302 -2.794 -0.831
O 1.613 -2.262 -0.409
H 2.532 2.418 -2.689
H 3.396 1.243 -3.243
O 3.039 1.637 -2.442
H -0.099 2.719 -4.421
H 0.656 1.517 -3.753
O 0.486 2.480 -3.700
H -1.683 -2.140 2.471
H -1.846 -0.520 2.457
O -1.334 -1.291 2.751
H 3.494 2.863 1.447
H 2.783 1.840 2.261
O 2.734 2.271 1.375
H 0.055 -0.130 -4.275
H 1.317 -0.268 -3.610
O 0.996 -0.114 -4.510
H 2.898 0.574 -1.050
H 2.942 0.647 0.493
O 2.908 0.010 -0.248
*
```

Output
Frontier orbital gap: 8.961 eV
E_LUMO: 0.13 eV
E_HOMO: -8.828 eV

Relative energy (zero: lowest compared OMol25 entry of this formula, charge and spin)? In order: 4.104, 3.385, 0.000, 3.159, 3.357, 3.879, 5.313, 2.484 eV.